1.
Entry from OMol25: a single C4H5N3O molecule in a non-equilibrium geometry (ωB97M-V/def2-TZVPD).

Geometry as XYZ:
```
13
Properties=species:S:1:pos:R:3:lowdin_charge:R:1
C -1.080 -0.009 -0.277 -0.415
C 1.640 0.843 0.027 -0.126
C 1.209 -0.658 0.188 -0.141
C -0.266 -1.161 -0.198 -0.180
H -2.709 -0.526 0.568 0.045
H -1.206 1.938 -0.159 0.194
H 2.668 1.068 0.601 0.145
H 1.604 -1.432 1.125 0.198
H -0.673 -1.925 0.443 0.140
N -2.364 0.190 -0.079 0.102
N -0.506 1.224 -0.748 0.000
N 0.826 1.750 -0.387 0.045
O 0.856 -1.301 -1.105 -0.006
```

Summary:
Max |F|, eV/Å: 4.8
Highest occupied orbital energy, eV: -8.99
Gap between HOMO and LUMO, Ha: 0.3497
SMILES: [H]/N=C1/NN=C[C@@H]2O[C@H]12

---

2.
Entry from OMol25: a single C4H5N3O molecule in a non-equilibrium geometry (ωB97M-V/def2-TZVPD).

Geometry as XYZ:
```
13
Properties=species:S:1:pos:R:3:lowdin_charge:R:1
C 0.863 1.101 1.836 -0.045
C 0.007 0.075 0.866 -0.163
C -0.991 -0.772 -1.360 -0.118
C 0.842 -0.230 -0.230 -0.510
H 1.542 1.589 0.972 0.101
H 1.438 0.382 2.491 0.069
H 0.175 1.664 2.610 0.095
H -1.441 -1.279 -2.126 0.110
H 2.530 0.018 -1.076 0.034
N -1.339 0.324 0.726 0.164
N 0.279 -0.741 -1.263 0.149
N 2.003 0.293 -0.325 0.151
O -1.895 -0.318 -0.440 -0.037
```

Summary:
Max |F|, eV/Å: 7.3
Highest occupied orbital energy, eV: -9.57
Gap between HOMO and LUMO, Ha: 0.3360
SMILES: [H]/N=c1\nconc1C

---

3.
Entry from OMol25: a single C4H5N3O molecule in a non-equilibrium geometry (ωB97M-V/def2-TZVPD).

Geometry as XYZ:
```
13
Properties=species:S:1:pos:R:3:lowdin_charge:R:1
C -0.881 0.710 0.109 -0.331
C 2.260 -0.978 0.000 -0.001
C -2.268 0.138 -0.119 -0.048
C -3.162 -0.735 -0.139 0.104
H 1.119 1.737 -0.059 0.045
H 0.020 -1.148 0.609 0.231
H 2.190 -2.033 -0.004 0.063
H 3.274 -0.534 -0.034 0.071
H -3.955 -1.464 0.033 0.036
N -0.800 1.966 0.043 0.033
N 0.243 -0.236 -0.155 -0.046
N 1.498 0.089 -0.172 -0.105
O 0.464 2.487 -0.112 -0.052
```

Summary:
Max |F|, eV/Å: 8.6
Highest occupied orbital energy, eV: -8.93
Gap between HOMO and LUMO, Ha: 0.3297
SMILES: C#C/C(=N/O)NN=C

---

4.
Entry from OMol25: a molecular structure, C4H5N3O in a non-equilibrium geometry (ωB97M-V/def2-TZVPD).

Geometry as XYZ:
```
13
Properties=species:S:1:pos:R:3:lowdin_charge:R:1
C -0.711 1.230 0.222 -0.248
C -0.572 -0.011 1.247 0.013
C 1.749 -1.307 -0.786 -0.171
C -0.033 0.081 -0.751 -0.221
H -2.079 1.317 -1.371 0.309
H 0.073 1.938 0.289 0.130
H -1.419 -0.585 1.640 0.137
H 0.073 0.180 1.933 0.050
H 2.576 -1.858 -1.216 0.096
N 0.103 -0.761 0.189 -0.177
N 1.134 -1.561 0.307 0.096
N 1.077 -0.234 -1.586 0.078
O -1.971 1.572 -0.119 -0.092
```

Summary:
Max |F|, eV/Å: 6.6
Highest occupied orbital energy, eV: -9.87
Gap between HOMO and LUMO, Ha: 0.3487

---

5.
Entry from OMol25: a single C4H5N3O molecule in a non-equilibrium geometry (ωB97M-V/def2-TZVPD).

Geometry as XYZ:
```
13
Properties=species:S:1:pos:R:3:lowdin_charge:R:1
C -1.306 -0.022 0.381 -0.314
C -0.872 1.418 -0.201 0.018
C 1.750 0.684 -0.057 -0.172
C 0.013 -0.439 0.196 -0.311
H -2.032 -1.114 -1.074 0.131
H -1.669 0.333 1.472 0.197
H -1.148 1.511 -1.238 0.118
H -1.099 2.300 0.458 0.130
H 2.415 1.526 -0.283 0.121
N 0.465 0.857 0.105 0.003
N 2.125 -0.634 -0.084 0.015
N 0.953 -1.378 0.008 0.081
O -2.348 -0.789 -0.182 -0.016
```

Summary:
Max |F|, eV/Å: 6.6
Highest occupied orbital energy, eV: -9.38
Gap between HOMO and LUMO, Ha: 0.3602
SMILES: O[C@@H]1Cn2cnnc21

---

6.
Entry from OMol25: 2 unconnected molecules or ions with the total composition C4H5N3O in a non-equilibrium geometry (ωB97M-V/def2-TZVPD).

Geometry as XYZ:
```
13
Properties=species:S:1:pos:R:3:lowdin_charge:R:1
N 1.964 0.367 0.143 0.132
C 0.013 1.381 1.954 -0.319
C -0.805 -0.490 0.687 -0.206
C 1.342 -0.014 -0.842 -0.320
N -2.002 -0.779 0.224 0.082
C 0.974 -0.303 -2.061 -0.023
N -0.795 0.609 1.480 0.102
O 0.569 2.163 2.607 0.182
H 2.035 -0.256 0.939 0.077
H -2.840 -0.238 0.418 0.105
H -2.104 -1.584 -0.374 0.094
H -0.011 -0.075 -2.433 0.041
H 1.662 -0.782 -2.743 0.053
```

Summary:
Max |F|, eV/Å: 1.3
Highest occupied orbital energy, eV: -8.39
Gap between HOMO and LUMO, Ha: 0.3280

---

7.
Entry from OMol25: a molecular structure, C4H5N3O in a non-equilibrium geometry (ωB97M-V/def2-TZVPD).

Geometry as XYZ:
```
13
Properties=species:S:1:pos:R:3:lowdin_charge:R:1
C 1.457 2.087 0.615 0.028
C 1.118 0.867 0.918 -0.189
C -0.120 0.618 -1.275 -0.046
C -0.356 -0.940 0.394 -0.524
H 1.345 2.413 -0.364 0.018
H 2.237 2.600 1.375 0.123
H 1.232 0.570 1.842 0.065
H -0.024 1.592 -1.577 0.097
H -0.381 -1.356 2.630 0.182
N 0.201 0.268 0.152 0.009
N -0.883 -0.225 -1.817 0.160
N -0.590 -1.693 1.417 0.084
O -1.011 -1.259 -0.760 -0.007
```

Summary:
Max |F|, eV/Å: 5.7
Highest occupied orbital energy, eV: -8.94
Gap between HOMO and LUMO, Ha: 0.3446

---

8.
Entry from OMol25: 2 unconnected molecules or ions with the total composition C4H5N3O2 in a non-equilibrium geometry (ωB97M-V/def2-TZVPD).

Geometry as XYZ:
```
14
Properties=species:S:1:pos:R:3:lowdin_charge:R:1
C 0.885 -1.105 2.121 -0.146
C 0.286 -0.390 1.101 -0.209
C 2.075 -1.574 0.378 -0.226
C -0.287 0.664 -1.319 0.244
N 1.937 -1.770 1.633 0.129
N 0.912 -0.572 -0.065 0.115
N 3.082 -1.898 -0.514 -0.386
O 2.963 -1.542 -1.672 0.060
O 4.029 -2.509 -0.056 0.087
H 0.624 -1.161 3.158 0.094
H -0.565 0.253 1.200 0.096
H -1.231 0.229 -1.052 0.045
H 0.131 0.373 -2.269 0.046
H 0.014 1.614 -0.920 0.050
```

Summary:
Max |F|, eV/Å: 5.8
Highest occupied orbital energy, eV: -8.87
Gap between HOMO and LUMO, Ha: 0.2701

---

9.
Entry from OMol25: 3 unconnected molecules or ions with the total composition C4H5N3OS in a non-equilibrium geometry (ωB97M-V/def2-TZVPD).

Geometry as XYZ:
```
14
Properties=species:S:1:pos:R:3:lowdin_charge:R:1
C 0.564 -0.409 -1.730 -0.124
C 0.757 0.670 -0.640 -0.517
C 0.307 0.730 0.740 -0.395
C -0.697 -0.123 1.357 -0.072
H 1.971 -0.479 -2.280 0.172
H 0.206 -1.546 -1.243 0.093
H -0.309 0.103 -3.005 0.201
H -0.527 -0.106 2.412 0.118
H -2.540 -2.490 1.371 0.144
N 1.335 1.772 -1.074 -0.236
N 0.862 1.706 1.425 -0.219
N -1.405 -1.015 0.618 0.060
O -2.116 -1.609 1.744 -0.154
S 1.592 2.796 0.306 0.928
```

Summary:
Max |F|, eV/Å: 6.4
Highest occupied orbital energy, eV: -9.19
Gap between HOMO and LUMO, Ha: 0.3182

---

10.
Entry from OMol25: a molecular structure, C4H5N3OS in a non-equilibrium geometry (ωB97M-V/def2-TZVPD).

Geometry as XYZ:
```
14
Properties=species:S:1:pos:R:3:lowdin_charge:R:1
C -0.031 1.674 0.278 -0.085
C 0.802 0.499 0.011 -0.512
C 0.506 -0.956 0.064 -0.393
C -0.848 -1.577 0.356 -0.073
H -1.044 1.385 1.017 0.157
H -0.357 2.018 -0.768 0.093
H 0.673 2.592 0.908 0.170
H -0.794 -2.444 0.779 0.047
H -1.028 0.030 -1.104 0.136
N 2.025 0.678 -0.285 -0.215
N 1.483 -1.722 -0.022 -0.225
N -2.043 -1.271 -0.051 0.021
O -2.095 -0.112 -0.856 -0.123
S 2.749 -0.793 -0.326 1.003
```

Summary:
Max |F|, eV/Å: 6.6
Highest occupied orbital energy, eV: -9.63
Gap between HOMO and LUMO, Ha: 0.3455

---

11.
Entry from OMol25: 2 unconnected molecules or ions with the total composition C4H5N3OS in a non-equilibrium geometry (ωB97M-V/def2-TZVPD).

Geometry as XYZ:
```
14
Properties=species:S:1:pos:R:3:lowdin_charge:R:1
C -0.749 -1.297 0.065 -0.063
C -0.294 -0.017 0.050 -0.172
C -1.241 1.047 0.389 -0.428
C 1.091 0.383 -0.306 -0.035
N -2.025 -1.619 0.412 0.012
N -2.491 0.533 0.742 0.079
N -2.834 -0.741 0.740 -0.057
O -1.034 2.238 0.385 0.081
S -5.531 0.119 -0.461 0.083
H -0.120 -2.136 -0.193 0.116
H 1.467 1.083 0.439 0.092
H 1.086 0.905 -1.263 0.097
H 1.747 -0.481 -0.372 0.082
H -3.223 1.194 0.987 0.114
```

Summary:
Max |F|, eV/Å: 1.9
Highest occupied orbital energy (spin up / spin down), eV: -9.83 / -9.82
Gap between HOMO and LUMO (spin up / spin down), Ha: 0.2613 / 0.2604

---

12.
Entry from OMol25: a single C4H5N3S molecule in a non-equilibrium geometry (ωB97M-V/def2-TZVPD).

Geometry as XYZ:
```
13
Properties=species:S:1:pos:R:3:lowdin_charge:R:1
C -0.839 0.733 -0.231 -0.485
C 0.881 -1.048 -0.662 -0.218
C 0.989 -1.620 0.570 -0.027
C -2.278 0.898 -0.647 -0.125
H 0.794 2.522 2.042 -0.166
H -0.506 -0.237 -1.953 0.124
H 1.602 -1.277 -1.449 0.109
H 0.404 -1.334 1.471 0.050
H 1.847 -2.289 0.827 0.068
N -0.552 1.357 0.822 -0.279
N -0.084 -0.094 -1.063 0.034
N -3.355 0.933 -1.082 0.147
S 1.097 1.457 1.356 0.768
```

Summary:
Max |F|, eV/Å: 1.8
Highest occupied orbital energy, eV: -9.10
Gap between HOMO and LUMO, Ha: 0.3482
SMILES: C=CN/C(C#N)=N\S

---

13.
Entry from OMol25: a single C4H5N3S molecule in a non-equilibrium geometry (ωB97M-V/def2-TZVPD).

Geometry as XYZ:
```
13
Properties=species:S:1:pos:R:3:lowdin_charge:R:1
C -1.481 0.479 0.008 -0.297
C -2.178 -0.675 -0.010 -0.086
C -0.080 0.040 -0.026 -0.335
C 1.051 0.745 -0.104 -0.430
H -1.264 2.467 0.392 0.083
H -2.832 2.013 0.160 0.105
H -3.226 -0.875 0.028 0.090
H 1.038 1.817 -0.190 0.064
H 2.275 -1.188 0.086 -0.111
N -1.861 1.790 -0.029 0.118
N -1.270 -1.765 -0.010 0.001
N -0.065 -1.378 0.021 -0.004
S 2.657 0.107 0.027 0.802
```

Summary:
Max |F|, eV/Å: 1.0
Highest occupied orbital energy, eV: -8.61
Gap between HOMO and LUMO, Ha: 0.2977
SMILES: NC1=CN=N/C1=C\S

---

14.
Entry from OMol25: a single C4H5N3S molecule in a non-equilibrium geometry (ωB97M-V/def2-TZVPD).

Geometry as XYZ:
```
13
Properties=species:S:1:pos:R:3:lowdin_charge:R:1
C 0.149 0.785 -0.357 -0.452
C -0.953 -0.003 -0.259 -0.113
C -0.913 -1.154 0.362 -0.971
C 1.391 -0.490 0.813 -0.153
H 0.477 2.650 -1.440 0.137
H -0.947 1.843 -1.701 0.160
H -1.763 0.376 -0.835 0.112
H 0.595 -2.005 1.726 0.211
H 2.379 -0.861 1.294 0.164
N -0.186 2.004 -0.871 0.078
N 0.370 -1.353 0.831 0.037
N 1.368 0.543 0.020 0.137
S -1.969 -2.333 0.415 0.653
```

Summary:
Max |F|, eV/Å: 7.3
Highest occupied orbital energy, eV: -7.92
Gap between HOMO and LUMO, Ha: 0.2994
SMILES: Nc1cc(=S)[nH]cn1

---

15.
Entry from OMol25: a single C4H5N3S molecule in a non-equilibrium geometry (ωB97M-V/def2-TZVPD).

Geometry as XYZ:
```
13
Properties=species:S:1:pos:R:3:lowdin_charge:R:1
C 0.276 -0.989 -0.103 -0.743
C 2.328 -0.439 -0.010 -0.207
C -0.587 1.297 -0.032 -0.161
C -1.886 1.165 -0.007 -0.028
H -0.926 -3.002 0.549 -0.019
H 3.347 -0.502 -0.008 0.074
H 0.094 2.224 -0.394 0.167
H -2.489 0.311 0.232 -0.009
H -2.465 2.097 0.127 0.073
N 1.553 -1.494 -0.043 0.071
N 1.674 0.800 0.007 0.112
N 0.356 0.260 -0.205 -0.182
S -1.276 -1.728 -0.112 0.852
```

Summary:
Max |F|, eV/Å: 6.8
Highest occupied orbital energy, eV: -9.16
Gap between HOMO and LUMO, Ha: 0.3527
SMILES: C=Cn1ncnc1S

---

16.
Entry from OMol25: a single C4H5N5O2 molecule in a non-equilibrium geometry (ωB97M-V/def2-TZVPD).

Geometry as XYZ:
```
16
Properties=species:S:1:pos:R:3:lowdin_charge:R:1
C -0.988 2.599 -0.029 -0.243
C -1.908 0.476 -0.696 -0.256
C 0.399 0.828 -0.772 -0.115
C 1.022 0.243 0.547 -0.119
N -0.937 3.732 0.157 0.188
N -2.669 -0.353 -0.921 0.184
N -0.905 1.334 -0.461 -0.067
N 0.260 -1.026 0.815 0.054
N 0.727 -2.169 0.413 -0.399
O -0.244 -3.101 0.585 0.112
O 1.795 -2.442 -0.027 0.092
H 1.116 1.599 -0.876 0.111
H 0.496 0.044 -1.577 0.162
H 2.009 -0.046 0.541 0.080
H 0.795 0.852 1.418 0.118
H -0.968 -2.570 0.882 0.097
```

Summary:
Max |F|, eV/Å: 5.1
Highest occupied orbital energy, eV: -10.19
Gap between HOMO and LUMO, Ha: 0.3856
SMILES: N#CN(C#N)CC/N=[N+](\[O-])O

---

17.
Entry from OMol25: a molecular structure, C4H5N5OS in a non-equilibrium geometry (ωB97M-V/def2-TZVPD).

Geometry as XYZ:
```
16
Properties=species:S:1:pos:R:3:lowdin_charge:R:1
C 2.358 1.748 -0.328 -0.249
C 0.486 0.486 0.011 -0.346
C 1.313 -0.505 -0.145 -0.175
C -0.969 0.562 0.046 -0.061
N 1.128 1.762 -0.208 0.045
N 0.282 -2.161 -0.133 0.152
N -0.849 -1.834 -0.119 -0.133
N -1.493 -0.791 -0.271 -0.207
N -2.809 -0.933 0.174 0.058
O 3.582 -0.298 0.997 -0.525
S 3.054 -0.007 -0.304 0.913
H 3.011 2.617 -0.327 0.093
H -1.358 0.672 1.069 0.134
H -1.211 1.325 -0.619 0.105
H -2.934 -1.824 0.651 0.091
H -3.590 -0.819 -0.494 0.103
```

Summary:
Max |F|, eV/Å: 5.1
Highest occupied orbital energy, eV: -8.79
Gap between HOMO and LUMO, Ha: 0.3117

---

18.
Entry from OMol25: a single C4H5NO molecule in a non-equilibrium geometry (ωB97M-V/def2-TZVPD).

Geometry as XYZ:
```
11
Properties=species:S:1:pos:R:3:lowdin_charge:R:1
C -1.171 -0.309 0.662 -0.028
C -0.182 0.746 0.262 -0.299
O 1.121 0.658 0.821 0.015
C 0.992 0.461 -0.576 -0.255
C 1.247 -0.890 -1.054 -0.148
N 1.431 -1.972 -1.420 0.166
H -1.441 -0.167 1.711 0.087
H -2.083 -0.239 0.061 0.089
H -0.748 -1.309 0.543 0.081
H -0.553 1.771 0.200 0.146
H 1.386 1.250 -1.211 0.147
```

Summary:
Max |F|, eV/Å: 1.2
Highest occupied orbital energy, eV: -11.10
Gap between HOMO and LUMO, Ha: 0.4404
SMILES: C[C@H]1O[C@H]1C#N

---

19.
Entry from OMol25: a single C4H5NO molecule (ωB97M-V/def2-TZVPD).

Geometry as XYZ:
```
11
Properties=species:S:1:pos:R:3:lowdin_charge:R:1
N 1.855 -0.253 -0.716 0.125
C 0.806 0.125 0.064 -0.314
C 0.183 0.870 0.920 0.054
O -2.004 1.061 -0.838 0.040
C -1.775 -0.036 -0.384 -0.253
C -0.552 -0.363 0.425 -0.189
H 2.731 0.164 -0.434 0.101
H 1.908 -1.256 -0.843 0.100
H -0.007 1.867 1.284 0.107
H -2.537 -0.848 -0.425 0.114
H -0.608 -1.332 0.947 0.116
```

Summary:
Max |F|, eV/Å: 0.7
Highest occupied orbital energy, eV: -8.59
Gap between HOMO and LUMO, Ha: 0.3452
SMILES: NC1=C[C@H]1C=O

---

20.
Entry from OMol25: 2 unconnected molecules or ions with the total composition C4H5NO in a non-equilibrium geometry (ωB97M-V/def2-TZVPD).

Geometry as XYZ:
```
11
Properties=species:S:1:pos:R:3:lowdin_charge:R:1
C -1.001 0.800 0.402 -0.114
C -0.051 1.319 -0.290 -0.228
C -1.923 -0.109 0.639 0.012
C 1.353 -1.377 -0.341 -0.101
N 0.965 1.903 -0.622 0.135
O 0.169 -1.764 -0.343 -0.055
H -2.661 0.163 1.462 0.083
H -2.045 -0.990 0.074 0.039
H 1.841 -1.283 -1.262 0.055
H 2.054 -1.450 0.574 0.109
H 1.299 2.788 -0.294 0.065
```

Summary:
Max |F|, eV/Å: 4.4
Highest occupied orbital energy, eV: -8.59
Gap between HOMO and LUMO, Ha: 0.3206
SMILES: C=C=C=N.C=O

---

Going through the records in order, we get relative energy (zero: lowest compared OMol25 entry of this formula, charge and spin) values of 140.8, 125.4, 185.8, 148.7, 98.6, 92.3, 134.5, 192.8, 190.7, 122.9, 119.0, 57.1, 49.3, 48.6, 73.0, 100.4, 66.5, 35.7, 64.6, 100.3 kcal per mole.